Model w:
Here is CH4N2O2S as an isolated structure from the OMol25 dataset. Energies are from wB97M-V/def2-TZVPD.

Geometry (Å):
C: 0.935 -1.007 0.131
N: -1.250 1.173 0.923
N: -0.202 1.502 0.050
O: -1.630 2.013 1.740
O: 0.488 0.341 -2.151
S: -0.058 0.176 -0.844
H: 0.240 -1.239 0.959
H: 1.117 -1.820 -0.496
H: 1.793 -0.607 0.515
H: -1.433 -0.532 -0.827

Values from the calculation:
Kohn-Sham gap: 9.08 eV

Model x:
Here is the molecule CH4N2O2S from the OMol25 dataset. Energies are from wB97M-V/def2-TZVPD.

Geometry (Å):
N: 0.472 1.073 0.334
C: 0.200 -0.049 -0.338
N: 1.115 -1.052 -0.536
S: -1.804 -0.243 -0.301
O: -1.919 1.213 -0.191
O: -1.676 -1.068 0.901
H: 1.429 1.363 0.479
H: -0.491 1.682 0.410
H: 1.987 -0.879 -0.054
H: 0.687 -2.040 -0.703

Values from the calculation:
SMILES: NC(N)=S(=O)=O
Kohn-Sham gap: 9.23 eV

Model y:
Here is CH4N2O2S as an isolated structure from the OMol25 dataset. Energies are from wB97M-V/def2-TZVPD.

Geometry (Å):
C: -0.088 -0.599 0.602
N: -2.200 0.252 -0.552
N: 0.234 -1.157 -0.544
O: -3.120 0.870 -0.210
O: -1.150 -0.005 0.841
S: 2.257 1.376 -0.083
H: 0.626 -0.704 1.423
H: -0.377 -0.991 -1.332
H: 1.165 -1.506 -0.695
H: 2.653 2.464 0.551

Values from the calculation:
Kohn-Sham gap (alpha / beta): 10.21 / 3.81 eV

Energies relative to the minimum, kJ/mol: model w 371.9; model x 0.0; model y 296.7

Model w:
Here is the molecule C2H4N2O2 from the OMol25 dataset. Energies are from wB97M-V/def2-TZVPD.

Geometry (Å):
N: -1.208 -0.938 -0.354
N: -1.424 0.268 0.255
C: -0.553 1.174 0.213
O: 0.806 1.126 -0.231
C: 1.567 0.025 -0.111
O: 1.357 -1.015 0.448
H: -1.940 -1.632 -0.082
H: -0.287 -1.344 -0.127
H: -0.788 2.116 0.644
H: 2.471 0.220 -0.655

Values from the calculation:
SMILES: N/N=C\OC=O
Kohn-Sham gap: 10.22 eV

Model x:
Here is the molecule C2H4N2O2 from the OMol25 dataset. Energies are from wB97M-V/def2-TZVPD.

Geometry (Å):
N: -0.105 -0.087 -1.363
N: -0.043 0.074 0.004
C: 0.881 -0.672 0.725
O: 1.006 -0.677 1.918
C: -1.012 0.919 0.571
O: -1.083 1.134 1.758
H: -0.243 -1.041 -1.613
H: 0.733 0.252 -1.821
H: 1.553 -1.228 0.020
H: -1.686 1.327 -0.200

Values from the calculation:
SMILES: NN(C=O)C=O
Kohn-Sham gap: 10.51 eV

Model y:
Here is the molecule C2H4N2O2 from the OMol25 dataset. Energies are from wB97M-V/def2-TZVPD.

Geometry (Å):
N: -1.186 1.136 -0.523
C: 0.030 0.850 0.008
O: 0.980 1.593 0.017
N: 0.045 -0.460 0.637
C: 0.899 -1.414 0.126
O: 1.339 -1.385 -0.998
H: -1.246 1.970 -1.085
H: -1.860 0.402 -0.664
H: -0.093 -0.457 1.635
H: 1.094 -2.235 0.846

Values from the calculation:
SMILES: NC(=O)NC=O
Kohn-Sham gap: 11.04 eV

Energies relative to the minimum, kJ/mol: model w 205.7; model x 160.8; model y 0.0

Model w:
Here is the molecule C2H4N2O2 from the OMol25 dataset. Energies are from wB97M-V/def2-TZVPD.

Geometry (Å):
H: 2.466 0.730 -0.444
N: 2.046 -0.279 0.131
C: 0.819 -0.087 -0.063
N: 0.161 1.051 -0.018
O: -1.240 0.825 -0.171
C: -1.399 -0.512 0.197
O: -0.127 -1.085 -0.176
H: 0.314 1.495 0.961
H: -1.723 -0.920 1.205
H: -2.082 -1.041 -0.535

Values from the calculation:
SMILES: [H]/N=C1\NOCO1
Kohn-Sham gap: 10.53 eV

Model x:
Here is the molecule C2H4N2O2 from the OMol25 dataset. Energies are from wB97M-V/def2-TZVPD.

Geometry (Å):
C: 1.579 -0.843 0.803
N: 0.654 -0.446 0.130
O: -0.119 0.645 0.704
C: -0.940 1.269 -0.186
N: -1.565 0.851 -1.210
O: -1.392 -0.589 -1.481
H: 1.698 -0.490 1.953
H: 1.997 -1.664 0.242
H: -1.197 2.255 0.066
H: -0.715 -0.987 -1.020

Values from the calculation:
SMILES: C=NO/C=N\O
Kohn-Sham gap: 10.45 eV

Model y:
Here is a 2-piece molecular cluster, C2H4N2O2 overall from the OMol25 dataset. Energies are from wB97M-V/def2-TZVPD.

Geometry (Å):
N: -0.330 -1.024 1.909
N: 0.052 -2.058 2.011
O: 0.439 -3.135 2.113
C: -0.124 1.527 -0.872
C: 0.093 0.049 -0.876
O: -0.622 -0.764 -1.390
H: -0.462 1.816 0.123
H: -0.877 1.809 -1.601
H: 0.814 2.044 -1.069
H: 1.018 -0.263 -0.348

Values from the calculation:
SMILES: N#[N+][O-].CC=O
Kohn-Sham gap: 10.99 eV

Model z:
Here is the molecule C2H4N2O2 from the OMol25 dataset. Energies are from wB97M-V/def2-TZVPD.

Geometry (Å):
C: -0.690 -0.568 -1.005
N: -1.546 -0.122 -0.206
O: -1.136 0.497 0.881
C: 0.287 0.446 1.177
O: 1.205 0.297 0.188
N: 0.725 -0.391 -0.941
H: -1.047 -1.076 -1.930
H: 0.458 -0.359 1.974
H: 0.594 1.364 1.684
H: 1.151 -0.089 -1.822

Values from the calculation:
SMILES: C1=NOCON1
Kohn-Sham gap: 9.51 eV

Energies relative to the minimum, kJ/mol: model w 147.6; model x 263.7; model y 0.0; model z 230.4

Model w:
Here is the molecule C2H4N2O2 from the OMol25 dataset. Energies are from wB97M-V/def2-TZVPD.

Geometry (Å):
N: -0.897 -0.093 1.333
N: -1.452 0.472 0.118
C: -0.612 0.556 -0.922
C: 0.746 -0.001 -0.926
O: 1.522 0.670 -1.637
O: 1.088 -0.942 0.052
H: -0.048 -0.610 1.422
H: -1.425 0.031 2.247
H: -0.991 0.951 -1.841
H: 2.069 -1.034 0.153

Values from the calculation:
SMILES: N/N=C\C(=O)O
Kohn-Sham gap: 9.18 eV

Model x:
Here is the molecule C2H4N2O2 from the OMol25 dataset. Energies are from wB97M-V/def2-TZVPD.

Geometry (Å):
C: -0.491 -1.266 -1.234
N: 0.166 -0.327 -0.487
O: 1.401 -0.160 -0.666
C: -0.468 0.294 0.520
N: 0.601 1.593 1.150
O: -1.411 -0.001 1.169
H: -0.048 -1.638 -2.128
H: -1.635 -1.294 -1.197
H: 1.372 1.212 0.738
H: 0.513 1.587 2.135

Values from the calculation:
SMILES: C=[N+]([O-])C(N)=O
Kohn-Sham gap (alpha / beta): 8.34 / 8.76 eV

Energies relative to the minimum, kJ/mol: model w 0.0; model x 256.8

Model w:
Here is a 3-piece molecular cluster, C5H17NO2 overall from the OMol25 dataset. Energies are from wB97M-V/def2-TZVPD.

Geometry (Å):
C: 0.948 -0.481 -0.248
C: -0.433 0.077 0.109
C: -1.418 -1.106 0.283
N: -1.621 -1.944 -0.965
C: -0.712 -3.111 -1.041
C: -2.929 -2.642 -0.807
H: 1.203 -1.195 0.539
H: 0.870 -0.857 -1.245
H: 1.847 0.147 -0.205
H: -0.610 0.809 -0.710
H: -0.648 0.591 1.076
H: -2.353 -0.662 0.681
H: -1.089 -1.726 1.123
H: -0.488 -3.924 -0.311
H: 0.344 -2.757 -0.942
H: -0.769 -3.593 -2.046
H: -2.990 -3.687 -0.520
H: -3.791 -2.269 -0.243
H: -3.440 -2.482 -1.790
O: 1.632 5.646 3.867
H: 1.233 6.508 3.662
H: 2.347 5.777 3.215
O: 4.071 4.088 -1.303
H: 4.309 3.990 -0.377
H: 4.487 4.804 -1.803

Values from the calculation:
SMILES: CCCN(C)C.O.O
Kohn-Sham gap: 9.47 eV

Model x:
Here is a 3-piece molecular cluster, C5H17NO2 overall from the OMol25 dataset. Energies are from wB97M-V/def2-TZVPD.

Geometry (Å):
C: -2.080 0.638 -1.358
C: -0.976 -0.134 -2.052
C: 0.464 0.162 -1.621
N: 0.651 0.131 -0.168
C: 1.986 0.601 0.320
C: 1.845 1.705 1.362
H: -2.984 0.755 -1.959
H: -2.376 0.165 -0.416
H: -1.910 1.712 -1.157
H: -1.073 0.170 -3.099
H: -1.145 -1.197 -1.881
H: 0.912 -0.819 -1.934
H: 1.055 0.926 -2.133
H: -0.088 0.742 0.149
H: 2.581 0.832 -0.574
H: 2.290 -0.379 0.695
H: 2.000 1.336 2.378
H: 0.811 2.037 1.247
H: 2.534 2.543 1.258
O: 0.624 -2.132 1.864
H: 0.636 -1.175 1.683
H: 0.185 -2.104 2.723
O: -1.955 -2.397 1.882
H: -2.724 -2.262 1.332
H: -1.264 -1.854 1.461

Values from the calculation:
SMILES: CCCNCC.O.O
Kohn-Sham gap: 9.84 eV

Model y:
Here is a 3-piece molecular cluster, C5H17NO2 overall from the OMol25 dataset. Energies are from wB97M-V/def2-TZVPD.

Geometry (Å):
C: -1.748 -2.364 0.144
C: -1.420 -0.944 0.677
C: -0.049 -0.466 0.096
C: -0.147 -0.072 -1.393
C: 0.591 0.655 1.130
N: 2.039 0.842 1.326
H: -2.771 -2.644 0.167
H: -1.517 -2.524 -0.985
H: -1.251 -3.128 0.777
H: -2.078 -0.090 0.309
H: -1.460 -1.148 1.774
H: 0.733 -1.340 0.139
H: -0.187 -0.975 -2.030
H: -1.057 0.530 -1.497
H: 0.655 0.682 -1.640
H: 0.079 1.624 1.127
H: 0.377 0.168 2.071
H: 2.168 1.818 1.104
H: 2.487 0.301 0.582
O: 4.315 1.342 -1.098
H: 3.957 0.575 -0.619
H: 4.873 0.805 -1.745
O: -2.904 1.831 -0.432
H: -2.905 2.785 -0.519
H: -2.776 1.738 0.536

Values from the calculation:
SMILES: CC[C@@H](C)CN.O.O
Kohn-Sham gap: 9.95 eV

Model z:
Here is a 3-piece molecular cluster, C5H17NO2 overall from the OMol25 dataset. Energies are from wB97M-V/def2-TZVPD.

Geometry (Å):
C: 1.295 -0.077 -1.297
N: 0.603 -1.146 -0.547
C: -0.849 -1.059 -0.531
C: -1.548 0.058 0.313
C: -3.023 -0.364 0.447
C: -1.503 1.416 -0.383
H: 2.222 0.092 -0.762
H: 1.592 -0.563 -2.230
H: 0.762 0.852 -1.463
H: 0.995 -1.176 0.383
H: -1.137 -1.010 -1.587
H: -1.269 -1.983 -0.136
H: -1.036 0.041 1.278
H: -3.556 -0.089 -0.463
H: -3.141 -1.424 0.647
H: -3.464 0.163 1.289
H: -0.508 1.854 -0.325
H: -1.903 1.314 -1.387
H: -2.033 2.173 0.211
O: 2.464 1.642 0.977
H: 3.140 1.722 1.655
H: 2.926 1.786 0.147
O: 3.062 -1.747 1.324
H: 3.184 -1.345 0.466
H: 2.726 -1.129 1.974

Values from the calculation:
SMILES: CNCC(C)C.O.O
Kohn-Sham gap: 8.75 eV

Energies relative to the minimum, kJ/mol: model w 186.2; model x 45.8; model y 75.5; model z 0.0

Model w:
Here is C5H17NO2 as an isolated structure from the OMol25 dataset. Energies are from wB97M-V/def2-TZVPD.

Geometry (Å):
C: 3.531 -0.876 0.186
C: 0.464 -0.522 -1.144
C: 0.377 0.659 -0.090
C: -0.498 0.404 1.018
C: 2.028 1.293 0.153
N: -0.824 -0.999 -1.568
H: 4.472 -0.390 0.542
H: 3.038 -0.899 1.258
H: 2.855 0.172 -0.138
H: 0.911 -0.180 -2.148
H: -0.448 1.786 -1.105
H: -0.168 -0.517 1.504
H: -0.229 1.124 1.745
H: -1.481 0.348 0.683
H: 2.604 2.434 0.654
H: 3.787 -2.224 0.287
H: 1.946 1.381 1.415
H: -0.825 -1.911 -2.244
H: -1.852 -1.083 -1.282
H: -4.120 1.038 -1.268
H: -3.919 0.216 0.255
O: -3.671 0.172 -1.224
H: -4.520 -0.372 1.692
H: 0.645 -1.401 -0.458
O: -4.102 0.347 1.276

Values from the calculation:
Kohn-Sham gap: 3.01 eV

Model x:
Here is a 3-piece molecular cluster, C5H17NO2 overall from the OMol25 dataset. Energies are from wB97M-V/def2-TZVPD.

Geometry (Å):
C: -1.446 -1.384 0.899
C: -1.492 -0.833 -0.527
C: -0.101 -0.793 -1.165
C: 0.782 0.370 -0.703
C: 2.184 0.242 -1.252
N: 0.215 1.693 -1.024
H: -2.442 -1.585 1.300
H: -0.937 -0.686 1.566
H: -0.947 -2.354 0.961
H: -2.166 -1.430 -1.135
H: -1.923 0.168 -0.469
H: 0.421 -1.718 -0.928
H: -0.165 -0.792 -2.252
H: 0.804 0.253 0.376
H: 2.607 -0.743 -1.079
H: 2.874 0.876 -0.674
H: 2.299 0.543 -2.290
H: 0.837 2.157 -1.674
H: -0.657 1.575 -1.527
O: -2.129 2.613 1.772
H: -1.501 2.200 2.371
H: -2.199 2.040 0.998
O: 2.022 -2.048 1.366
H: 1.133 -2.091 1.741
H: 2.416 -1.270 1.780

Values from the calculation:
SMILES: CCC[C@@H](C)N.O.O
Kohn-Sham gap: 9.99 eV

Energies relative to the minimum, kJ/mol: model w 1672.7; model x 0.0

Model w:
Here is a 4-piece molecular cluster, C5H17NO2 overall from the OMol25 dataset. Energies are from wB97M-V/def2-TZVPD.

Geometry (Å):
C: -1.499 -1.173 -1.484
C: -2.409 0.240 -1.309
N: -0.927 1.827 0.975
C: 1.516 1.606 0.478
C: 0.419 1.563 1.464
C: 0.361 0.128 1.937
H: -1.120 -1.475 -0.492
H: -0.653 -0.842 -2.040
H: -2.032 -1.985 -2.001
H: -3.225 -0.004 -0.654
H: -1.925 1.110 -0.870
H: -2.831 0.464 -2.294
H: 1.389 2.592 0.007
H: 2.561 1.375 0.650
H: 1.087 0.930 -0.270
H: 0.730 2.309 2.231
H: 0.083 -0.515 1.123
H: 1.336 -0.246 2.336
H: -0.377 0.022 2.731
H: 0.733 -3.161 0.582
H: 1.216 -1.469 -0.806
O: 0.629 -2.429 -0.056
H: 2.350 -1.560 -1.819
H: -1.273 2.520 1.658
O: 1.635 -0.951 -1.620

Values from the calculation:
Kohn-Sham gap: 3.28 eV

Model x:
Here is a 3-piece molecular cluster, C5H17NO2 overall from the OMol25 dataset. Energies are from wB97M-V/def2-TZVPD.

Geometry (Å):
C: 0.117 1.172 -1.337
C: 0.215 -0.415 -1.427
N: 0.737 -0.680 -0.123
C: 2.166 -0.304 -0.080
C: 0.502 -1.997 0.436
C: -0.845 -2.751 0.005
H: -0.550 1.394 -0.499
H: 1.193 1.813 -1.387
H: -0.413 1.392 -2.238
H: 0.725 -0.813 -2.370
H: -0.660 -1.046 -1.613
H: 2.213 0.317 0.795
H: 2.290 0.283 -0.946
H: 2.890 -1.249 -0.050
H: 0.462 -1.846 1.575
H: 1.342 -2.678 0.161
H: -1.557 -1.950 -0.347
H: -1.389 -3.452 0.709
H: -0.785 -3.205 -0.896
O: 0.002 1.973 2.676
H: 0.897 1.995 2.938
H: -0.226 1.040 2.505
O: -2.547 2.304 -0.367
H: -2.439 1.466 -0.775
H: -1.722 2.861 -0.763

Values from the calculation:
SMILES: CCN(C)CC.O.O
Kohn-Sham gap: 9.30 eV

Model y:
Here is a 3-piece molecular cluster, C5H17NO2 overall from the OMol25 dataset. Energies are from wB97M-V/def2-TZVPD.

Geometry (Å):
C: -1.405 -2.123 0.236
C: -0.707 -1.019 1.069
C: -1.704 -0.177 1.887
C: 0.134 -0.080 0.165
C: 0.947 0.891 1.019
N: -0.750 0.637 -0.826
H: -0.664 -2.873 -0.060
H: -1.785 -1.692 -0.674
H: -1.986 -2.697 0.957
H: -0.003 -1.529 1.719
H: -2.732 -0.552 1.864
H: -1.402 -0.191 2.934
H: -1.797 0.845 1.522
H: 0.657 -0.719 -0.543
H: 0.951 0.670 2.078
H: 1.971 0.909 0.642
H: 0.547 1.898 0.880
H: -1.731 0.431 -0.742
H: -0.621 1.641 -0.790
O: 3.339 1.356 -1.518
H: 3.183 2.272 -1.282
H: 2.694 1.133 -2.218
O: 1.065 0.603 -2.969
H: 1.323 -0.294 -3.171
H: 0.475 0.658 -2.181

Values from the calculation:
SMILES: CC(C)[C@H](C)N.O.O
Kohn-Sham gap: 10.64 eV

Energies relative to the minimum, kJ/mol: model w 831.0; model x 290.6; model y 0.0

Model w:
Here is the molecule C4H9N from the OMol25 dataset. Energies are from wB97M-V/def2-TZVPD.

Geometry (Å):
C: -1.723 -1.156 1.144
C: -0.825 -0.272 0.310
C: 0.500 -0.219 0.336
C: 1.389 0.730 -0.364
N: 0.789 1.357 -1.564
H: -1.563 -2.217 0.946
H: -1.676 -0.992 2.218
H: -2.730 -0.937 0.786
H: -1.333 0.383 -0.392
H: 1.105 -0.805 1.028
H: 1.781 1.484 0.351
H: 2.424 0.393 -0.599
H: 1.559 1.649 -2.143
H: 0.303 0.603 -2.057

Values from the calculation:
SMILES: C/C=C/CN
Kohn-Sham gap: 10.09 eV

Model x:
Here is the molecule C4H9N from the OMol25 dataset. Energies are from wB97M-V/def2-TZVPD.

Geometry (Å):
C: 1.081 0.630 1.103
C: 0.754 -0.122 0.044
N: 1.740 -0.482 -0.900
C: -0.612 -0.194 -0.600
C: -1.812 0.136 0.279
H: 0.505 0.713 2.010
H: 2.056 1.109 1.108
H: 2.664 -0.535 -0.507
H: 1.552 -1.369 -1.345
H: -0.602 0.556 -1.391
H: -0.748 -1.167 -1.082
H: -1.835 1.169 0.620
H: -2.088 -0.541 1.081
H: -2.655 0.097 -0.422

Values from the calculation:
SMILES: C=C(N)CC
Kohn-Sham gap: 9.17 eV

Energies relative to the minimum, kJ/mol: model w 15.2; model x 0.0